# 1
Molecular formula: C46H88AgN3O12
Method: DFT, ωB97M-V with the def2-TZVPD basis set

Calculated values
Expectation value of S² ... 0.754
Total charge ... +1
Multiplicity ... 2
E_HOMO (spin up / spin down) ... -9.8 / -9.8 eV

Each line ends with the Löwdin charge.
Element x y z (Å)
Ag -1.469 -5.108 0.206  0.81
C 0.257 -1.202 2.339  -0.01
C -0.736 -1.466 1.225  -0.51
C -0.423 -0.745 0.024  -0.07
O -0.962 -2.852 1.071  0.01
H 0.099 -1.775 3.253  0.06
H 0.345 -0.131 2.524  0.09
H 1.298 -1.471 2.161  0.09
H -1.621 -0.947 1.593  0.14
H -1.152 -0.899 -0.772  0.08
H 0.533 -0.873 -0.484  0.09
H -0.525 0.322 0.223  0.08
C 1.167 3.211 -5.336  -0.01
C 0.136 2.764 -4.222  -0.48
C 0.300 1.218 -4.030  -0.12
C 1.377 0.639 -3.045  -0.12
C 1.287 1.592 -1.789  -0.13
C 1.329 3.117 -1.994  -0.47
N 0.387 3.527 -3.061  -0.15
O 0.186 4.907 -3.185  0.02
C 0.921 3.875 -0.675  -0.01
C 2.746 3.470 -2.336  -0.04
C -1.359 3.007 -4.652  -0.01
H 1.066 4.277 -5.539  0.08
H 1.241 2.615 -6.246  0.08
H 2.172 3.080 -4.935  0.06
H -0.600 0.670 -3.750  0.08
H 0.565 0.760 -4.983  0.11
H 2.381 0.784 -3.445  0.09
H 1.122 -0.400 -2.837  0.09
H 2.005 1.307 -1.020  0.10
H 0.388 1.371 -1.213  0.07
H -0.121 3.648 -0.449  0.06
H 1.489 3.528 0.188  0.08
H 0.998 4.961 -0.723  0.09
H 2.774 4.440 -2.834  0.09
H 3.500 3.421 -1.550  0.09
H 3.206 2.885 -3.133  0.07
H -1.926 3.105 -3.726  0.06
H -1.737 2.205 -5.286  0.08
H -1.523 3.993 -5.086  0.08
H -0.479 5.072 -2.513  0.10
C -6.593 2.404 -1.758  -0.05
C -5.569 1.710 -0.910  -0.46
C -4.335 1.577 -1.827  -0.15
C -3.077 1.299 -1.044  -0.20
C -2.925 2.394 0.003  -0.12
C -4.120 2.604 1.008  -0.50
N -5.290 2.681 0.178  -0.12
O -6.426 2.993 0.910  0.00
C -4.138 1.592 2.103  -0.03
C -3.873 4.015 1.657  -0.01
C -6.061 0.197 -0.562  0.01
H -7.602 2.405 -1.346  0.09
H -6.551 1.906 -2.726  0.09
H -6.286 3.429 -1.965  0.10
H -4.529 0.793 -2.559  0.11
H -4.107 2.493 -2.371  0.12
H -2.170 1.296 -1.648  0.10
H -3.305 0.402 -0.469  0.08
H -2.652 3.261 -0.599  0.11
H -2.099 2.210 0.691  0.11
H -3.216 1.625 2.684  0.09
H -5.013 1.577 2.753  0.10
H -4.099 0.600 1.652  0.05
H -4.783 4.474 2.046  0.08
H -3.148 4.001 2.471  0.09
H -3.548 4.705 0.878  0.08
H -6.575 -0.307 -1.380  0.09
H -6.828 0.333 0.200  0.08
H -5.205 -0.340 -0.153  0.03
H -6.534 3.935 0.759  0.11
C 4.412 -2.172 -2.167  -0.04
C 5.217 -1.563 -0.980  -0.49
C 5.910 -2.762 -0.291  -0.15
C 6.996 -3.448 -1.096  -0.19
C 8.149 -2.456 -1.201  -0.11
C 7.642 -1.092 -1.914  -0.47
N 6.264 -0.633 -1.422  -0.11
O 5.818 0.500 -2.156  -0.01
C 8.685 -0.096 -1.552  -0.04
C 7.584 -1.385 -3.384  -0.05
C 4.224 -0.751 -0.096  -0.02
H 5.014 -2.663 -2.931  0.06
H 3.906 -1.380 -2.719  0.06
H 3.561 -2.778 -1.858  0.08
H 6.165 -2.362 0.691  0.12
H 5.138 -3.439 0.076  0.11
H 6.637 -3.856 -2.041  0.10
H 7.264 -4.376 -0.592  0.11
H 8.803 -2.955 -1.916  0.11
H 8.623 -2.349 -0.226  0.12
H 9.598 -0.612 -1.256  0.08
H 8.981 0.492 -2.420  0.08
H 8.461 0.719 -0.864  0.09
H 8.622 -1.593 -3.644  0.09
H 6.865 -2.140 -3.703  0.08
H 7.402 -0.467 -3.944  0.09
H 3.748 0.033 -0.685  0.05
H 4.590 -0.255 0.803  0.09
H 3.374 -1.396 0.127  0.06
H 5.461 0.039 -2.919  0.07
O 0.295 4.480 7.395  0.13
C 0.662 3.537 6.747  -0.45
O 0.026 3.223 5.570  0.05
C 0.547 2.035 5.154  -0.27
C 1.896 1.936 5.705  -0.18
C 1.870 2.678 7.043  -0.03
H 0.818 2.152 4.104  0.12
H -0.112 1.174 5.265  0.13
H 2.513 2.423 4.950  0.12
H 2.137 0.874 5.665  0.12
H 2.722 3.352 7.126  0.13
H 1.764 2.028 7.912  0.13
O -1.940 -4.083 -1.621  -0.01
C -1.886 -3.462 -2.676  -0.40
O -0.863 -3.452 -3.548  0.07
C -1.181 -2.772 -4.691  -0.20
C -2.400 -1.926 -4.503  -0.13
C -2.995 -2.457 -3.165  -0.02
H -1.466 -3.523 -5.428  0.14
H -0.293 -2.297 -5.108  0.14
H -3.186 -1.869 -5.256  0.13
H -2.101 -0.883 -4.401  0.09
H -3.639 -3.324 -3.314  0.13
H -3.322 -1.696 -2.457  0.11
O 1.972 -2.109 6.470  0.10
C 1.056 -2.921 6.481  -0.43
O 0.129 -2.862 7.522  0.03
C -0.816 -3.897 7.364  -0.18
C -0.763 -4.347 5.904  -0.14
C 0.595 -3.861 5.449  -0.08
H -1.833 -3.700 7.703  0.13
H -0.534 -4.701 8.044  0.12
H -1.670 -3.998 5.411  0.11
H -0.782 -5.429 5.774  0.11
H 0.424 -3.231 4.577  0.10
H 1.383 -4.592 5.270  0.14
O -3.670 -4.644 0.788  0.01
C -4.443 -3.895 1.413  -0.40
O -5.153 -4.248 2.494  0.07
C -5.690 -3.144 3.209  -0.15
C -5.556 -1.914 2.355  -0.14
C -4.758 -2.447 1.188  -0.09
H -5.284 -2.985 4.208  0.13
H -6.771 -3.206 3.330  0.13
H -5.151 -1.046 2.875  0.11
H -6.547 -1.538 2.102  0.12
H -3.761 -2.064 0.973  0.11
H -5.345 -2.338 0.276  0.12

Cartesian forces (eV/Å) of the 6 atoms listed first:
0.157 -0.228 0.623
1.598 -0.471 1.004
-0.295 -1.241 1.150
0.433 1.498 -3.030
0.266 1.126 0.554
-0.772 0.421 0.076

=====

# 2
Molecular formula: C46H95InN5O8
Method: DFT, ωB97M-V with the def2-TZVPD basis set

Calculated values
Total charge ... +1
E_HOMO ... -10.1 eV

Each line ends with the Löwdin charge.
Element x y z (Å)
In -18.319 11.029 10.859  1.12
C -20.777 8.642 10.333  -0.84
O -21.600 8.341 9.425  0.12
O -19.545 8.339 10.464  0.00
O -21.075 9.738 10.948  0.05
C -27.164 10.922 11.899  -0.04
C -26.296 9.970 12.702  -0.54
C -27.274 9.079 13.427  -0.16
C -26.632 7.855 14.055  -0.17
C -25.943 7.042 12.946  -0.12
C -24.910 7.868 12.192  -0.52
N -25.463 9.158 11.819  -0.06
O -24.464 9.924 11.124  0.00
C -23.602 7.989 13.006  -0.01
C -24.613 7.069 10.932  -0.04
C -25.552 10.780 13.768  -0.02
H -26.718 11.888 11.667  0.09
H -28.031 11.177 12.531  0.09
H -27.648 10.460 11.039  0.09
H -27.754 9.685 14.199  0.13
H -28.077 8.751 12.755  0.13
H -27.401 7.242 14.537  0.11
H -25.959 8.186 14.859  0.11
H -26.757 6.889 12.230  0.13
H -25.401 6.195 13.357  0.12
H -23.314 7.015 13.405  0.06
H -22.813 8.440 12.395  0.06
H -23.649 8.654 13.881  0.08
H -24.310 6.078 11.270  0.08
H -25.459 7.093 10.242  0.10
H -23.801 7.447 10.297  0.06
H -24.661 11.255 13.329  0.08
H -25.120 10.115 14.526  0.07
H -26.120 11.540 14.293  0.09
H -23.961 10.390 11.825  0.08
C -19.917 6.238 7.374  -0.02
C -20.862 5.192 6.886  -0.49
C -20.169 3.847 7.068  -0.14
C -21.080 2.624 7.048  -0.16
C -22.187 2.849 8.069  -0.13
C -22.995 4.103 7.766  -0.51
N -22.095 5.201 7.632  -0.06
O -22.671 6.351 7.732  0.08
C -23.868 3.871 6.528  0.01
C -23.887 4.375 8.965  -0.02
C -21.178 5.329 5.385  0.01
H -19.874 6.287 8.468  0.09
H -20.318 7.249 7.194  0.10
H -18.931 6.126 6.941  0.10
H -19.418 3.690 6.283  0.13
H -19.512 3.763 7.940  0.13
H -20.569 1.686 7.256  0.12
H -21.496 2.561 6.037  0.10
H -21.700 2.942 9.047  0.13
H -22.922 2.043 8.104  0.13
H -23.375 3.252 5.784  0.07
H -24.875 3.526 6.741  0.10
H -23.989 4.840 6.026  0.10
H -24.565 5.201 8.754  0.09
H -24.490 3.505 9.214  0.11
H -23.263 4.674 9.801  0.08
H -21.850 4.581 4.994  0.07
H -20.306 5.484 4.754  0.10
H -21.745 6.275 5.314  0.10
H -22.225 6.892 8.464  0.12
C -13.736 8.208 9.943  0.00
C -14.778 8.807 10.931  -0.52
C -14.325 8.619 12.367  -0.15
C -13.175 9.466 12.802  -0.15
C -13.348 10.967 12.435  -0.12
C -13.934 11.229 11.096  -0.53
N -14.972 10.243 10.795  -0.10
O -15.728 10.578 9.651  -0.18
C -14.559 12.593 11.002  -0.03
C -12.845 11.164 10.002  -0.02
C -16.065 8.045 10.754  -0.04
H -13.796 7.130 9.829  0.09
H -12.734 8.399 10.343  0.07
H -13.727 8.725 8.979  0.08
H -15.209 8.831 12.979  0.11
H -14.090 7.553 12.468  0.13
H -12.273 9.158 12.248  0.11
H -12.898 9.338 13.845  0.12
H -12.339 11.378 12.518  0.13
H -13.933 11.414 13.240  0.09
H -13.844 13.373 11.262  0.10
H -14.961 12.799 10.011  0.09
H -15.420 12.712 11.677  0.07
H -12.083 10.428 10.224  0.08
H -13.272 11.115 8.997  0.08
H -12.350 12.144 9.933  0.09
H -15.873 7.029 11.123  0.09
H -16.416 7.953 9.724  0.09
H -16.929 8.359 11.363  0.06
H -15.282 10.200 8.858  0.11
C -21.210 5.071 13.460  -0.03
C -20.469 5.253 14.754  -0.54
C -20.518 4.018 15.647  -0.11
C -19.445 2.957 15.315  -0.19
C -18.077 3.557 15.201  -0.15
C -18.015 4.687 14.185  -0.51
N -19.083 5.645 14.567  -0.05
O -18.936 6.888 13.818  -0.08
C -16.676 5.382 14.265  -0.03
C -18.243 4.074 12.780  -0.02
C -21.118 6.390 15.513  -0.04
H -20.974 5.846 12.730  0.08
H -22.276 4.915 13.633  0.09
H -20.961 4.112 12.981  0.08
H -20.357 4.275 16.702  0.12
H -21.533 3.612 15.592  0.13
H -19.815 2.314 14.499  0.11
H -19.406 2.218 16.131  0.12
H -17.304 2.814 14.977  0.13
H -17.778 3.950 16.181  0.13
H -16.614 6.228 13.584  0.06
H -16.544 5.791 15.276  0.09
H -15.848 4.687 14.128  0.09
H -17.270 3.807 12.348  0.09
H -18.771 3.122 12.813  0.07
H -18.755 4.759 12.098  0.07
H -22.212 6.365 15.479  0.09
H -20.941 7.303 14.918  0.06
H -20.753 6.615 16.509  0.09
H -19.137 6.697 12.865  0.10
C -19.919 9.748 16.246  -0.01
C -19.740 10.702 15.076  -0.53
C -19.920 12.158 15.585  -0.12
C -18.706 12.837 16.262  -0.14
C -17.529 11.845 16.441  -0.13
C -17.231 10.881 15.276  -0.44
N -18.453 10.666 14.417  -0.07
O -18.275 9.566 13.470  -0.16
C -16.281 11.640 14.279  -0.04
C -16.535 9.592 15.813  -0.01
C -20.845 10.526 14.053  -0.05
H -19.317 8.840 16.071  0.08
H -20.936 9.357 16.326  0.09
H -19.626 10.137 17.219  0.09
H -20.429 12.857 14.920  0.12
H -20.647 11.998 16.397  0.11
H -19.048 13.180 17.229  0.11
H -18.324 13.636 15.635  0.10
H -17.501 11.419 17.441  0.11
H -16.690 12.554 16.409  0.11
H -16.179 11.135 13.311  0.04
H -16.642 12.654 14.095  0.09
H -15.262 11.656 14.690  0.08
H -17.054 9.165 16.673  0.08
H -16.563 8.781 15.063  0.07
H -15.472 9.752 15.972  0.08
H -20.925 9.502 13.662  0.07
H -20.769 11.206 13.202  0.07
H -21.834 10.697 14.494  0.09
H -18.401 8.695 13.926  0.07

Cartesian forces (eV/Å) of the 6 atoms listed first:
0.098 -0.548 0.517
1.938 3.470 -0.840
-0.266 -1.272 0.548
-1.422 -1.263 -0.039
-0.494 -1.339 -0.076
-1.075 0.696 0.196

=====

Energy relative to the best compared isomer or geometry (same formula, charge and spin) / kJ/mol: 450.2, 187.0
Calculated total energy / Ha: -3019.05734, -2874.92138